DFT (ωB97M-V/def2-TZVPD) results for a single C4H7O2P molecule at a distorted geometry.

As for the energy above the lowest of the compared OMol25 structures with the same formula, charge and spin: 4.495 eV. The value obtained for the HOMO energy is -8.865 eV. The SMILES is C#CCO[P@H](=C)O. As for the total charge: 0. Its frontier orbital gap is 9.65 eV. The calculation puts the total energy at -648.2974 hartree.

The geometry in XYZ format:
```
14
C4H7O2P ωB97M-V/def2-TZVPD
C -2.1646 -0.5135 1.2984
C -1.9045 0.3741 0.5453
C 1.7751 0.6562 1.1037
C -1.6400 1.1684 -0.6161
O 1.9791 -0.0280 -1.4116
O -0.6026 0.5580 -1.3111
P 0.9659 0.0834 -0.1823
H -2.3436 -1.1858 2.1866
H 1.1822 1.0801 1.9121
H 2.6644 1.2645 0.7259
H -1.5476 2.2272 -0.4649
H -2.4885 1.2535 -1.3008
H 1.4104 0.4154 -2.1240
H 0.3005 -1.1358 0.0243
```



DFT (ωB97M-V/def2-TZVPD) results for a single C13H22N4O4 molecule at a distorted geometry.

As for the energy above the lowest of the compared OMol25 structures with the same formula, charge and spin: 0.000 eV. The value obtained for the HOMO energy is -8.953 eV. The SMILES is CNC(=O)[C@@H](CCC(N)=O)NC(=O)[C@H]1CCCN1C(C)=O. As for the total charge: 0. Its frontier orbital gap is 9.71 eV. The calculation puts the total energy at -1028.6285 hartree.

The geometry in XYZ format:
```
43
C13H22N4O4 ωB97M-V/def2-TZVPD
O -1.9436 -3.3807 2.1050
O -0.7617 2.1271 0.4603
O 1.5032 0.5332 -2.3089
O -0.2068 -2.5634 -1.0390
C -2.5737 -3.7563 1.1303
C 0.2002 2.4373 -0.2441
C 1.8643 -0.3649 -1.5677
C -0.7465 -1.6459 -0.4144
N -0.0272 2.8803 -1.4835
N 2.6620 -1.3428 -1.9911
N -0.0489 -0.5902 0.0336
N -2.8807 -2.9547 0.0749
C -3.0170 -5.2049 1.1254
C 3.1350 -1.4930 -3.3278
C 1.6483 2.1825 0.1534
C -3.8771 -3.1857 -0.9415
C -4.3997 -1.8101 -1.2847
C 1.9132 0.7594 0.7144
C -3.0966 -1.0110 -1.2715
C 1.4155 -0.4231 -0.1047
C -2.2617 -1.6514 -0.1323
H -0.9646 2.9432 -1.7619
H 0.7385 2.8774 -2.1625
H 2.8236 -2.0529 -1.3020
H -0.5824 0.2092 0.3452
H -2.6066 -5.6955 0.2879
H -4.1100 -5.2197 1.0733
H -2.6524 -5.7402 2.0299
H 2.3552 -1.5749 -4.0916
H 3.7488 -2.3800 -3.3906
H 3.7048 -0.6077 -3.6875
H 2.3199 2.3595 -0.6790
H 1.9114 2.9150 0.9307
H -4.6683 -3.8165 -0.5526
H -3.3892 -3.6118 -1.8493
H -4.8656 -1.7161 -2.2719
H -5.0829 -1.4972 -0.5131
H 3.0134 0.6797 0.7526
H 1.5478 0.7038 1.7393
H -3.3038 0.0585 -1.1396
H -2.4997 -1.2098 -2.2011
H 1.8599 -1.3117 0.3243
H -2.3760 -1.0005 0.7274
```



DFT (ωB97M-V/def2-TZVPD) results for a molecular structure, C53H49KN11O4Se at a distorted geometry.

As for the energy above the lowest of the compared OMol25 structures with the same formula, charge and spin: 0.672 eV. The value obtained for the HOMO energy is -4.076 eV. As for the total charge: -1. Its frontier orbital gap is 5.32 eV. The calculation puts the total energy at -5953.7348 hartree.

The geometry in XYZ format:
```
119
C53H49KN11O4Se ωB97M-V/def2-TZVPD
K 1.5912 -23.5474 11.0340
C -2.5539 -29.6182 15.1748
C -1.4949 -28.7362 14.5700
C -0.3702 -29.2437 14.0559
C 0.5978 -28.4430 13.3560
C 1.8882 -28.9436 13.2217
N 2.9605 -28.6384 12.4566
C 2.8827 -28.0599 11.1087
C 4.1582 -27.4678 10.5565
C 5.2496 -27.1165 11.5553
N 4.9282 -25.8933 12.3256
C 5.7753 -24.9044 12.4654
C 5.4478 -23.6783 13.0484
C 6.4802 -22.6890 13.1394
C 6.2070 -21.3909 13.5464
C 7.3189 -20.4174 13.7639
C 4.8436 -21.0625 13.8274
C 3.8276 -21.9992 13.7790
C 2.4245 -21.5711 14.0902
N 1.4504 -22.3120 13.7946
C 0.1501 -21.7941 14.1330
C -0.8046 -21.8237 12.9279
C -1.7007 -23.0276 12.7675
N -0.9357 -24.2826 12.7752
C -1.4228 -25.1555 13.5482
C -0.9266 -26.5531 13.6971
C -1.7536 -27.3610 14.3986
C 0.2341 -27.0659 13.0183
O 0.9574 -26.3202 12.3493
C 4.0774 -23.3459 13.3734
O 3.1866 -24.2412 13.2727
H -2.1966 -30.6202 15.1248
H -3.4753 -29.5998 14.6050
H -2.8011 -29.3264 16.1928
H -0.1272 -30.2912 14.2084
H 2.1190 -29.7118 13.9419
H 3.7927 -29.1078 12.7776
H 2.1328 -27.2765 11.1681
H 2.5229 -28.8241 10.4500
H 3.8499 -26.5940 9.9896
H 4.5933 -28.1505 9.8198
H 6.1979 -26.9317 10.9688
H 5.4756 -27.9041 12.2611
H 3.9801 -25.7528 12.7043
H 6.7829 -25.1132 12.0693
H 7.5331 -22.9642 13.0127
H 8.2032 -20.9457 14.1066
H 7.0117 -19.6656 14.4909
H 7.6015 -19.8486 12.8094
H 4.6371 -20.0433 14.1344
H 2.3093 -20.5754 14.5518
H 0.2273 -20.7310 14.4474
H -0.2529 -22.3734 14.9614
H -0.2085 -21.5853 12.0095
H -1.4455 -20.9441 12.9378
H -2.3095 -22.9469 11.8792
H -2.3645 -23.0055 13.6374
H -2.2867 -24.9236 14.1997
H -2.7179 -26.9878 14.7574
C -4.2696 -25.2476 4.3971
O -3.0575 -24.6190 4.7066
C -1.9087 -25.3166 4.4845
C -1.8033 -26.6290 4.0052
C -0.5694 -27.2851 3.8795
C 0.6325 -26.6604 4.1734
C 0.5496 -25.3394 4.6481
C -0.6918 -24.7226 4.7992
N 1.8293 -27.3344 3.8210
N 2.8479 -27.3241 4.5248
C 3.0095 -26.7269 5.8049
C 4.1635 -25.9788 5.9487
C 4.4439 -25.1517 7.0051
C 3.5905 -25.0752 8.1009
O 3.7910 -24.3512 9.0920
C 2.3575 -25.8977 8.0173
N 1.5316 -25.8022 9.0852
C 0.4469 -26.5219 9.0761
C 0.1378 -27.4555 8.0702
C 0.9432 -27.5155 6.9717
C 2.0879 -26.7207 6.9005
H -5.0260 -24.5081 4.5821
H -4.4261 -26.0879 5.0703
H -4.3234 -25.5516 3.3407
H -2.7128 -27.2010 3.7874
H -0.5634 -28.3077 3.5289
H 1.4603 -24.8148 4.9220
H -0.6968 -23.6630 5.1428
H 4.9088 -26.0331 5.1767
H 5.3831 -24.6122 7.0415
H -0.1939 -26.3457 9.9352
H -0.7526 -28.0665 8.1688
H 0.6645 -28.1353 6.1421
Se -0.9570 -18.6969 9.9965
C 0.4016 -19.9148 10.1652
N 1.1834 -20.7762 10.3284
N -6.2597 -22.1745 8.2496
C -7.4597 -22.5403 7.6375
C -8.7280 -21.9731 7.6511
C -9.6474 -22.6031 6.8398
C -9.3156 -23.7471 6.0852
C -8.0416 -24.2931 6.0564
C -7.0978 -23.6579 6.8499
N -5.7587 -23.9729 7.0063
C -5.3133 -23.0965 7.8443
C -3.8959 -23.1493 8.3519
C -3.0951 -24.2315 7.9316
C -1.7821 -24.2613 8.3361
N -1.2300 -23.3951 9.2046
C -1.9750 -22.3227 9.5407
C -3.2865 -22.1546 9.1187
H -6.0905 -21.5621 9.0221
H -9.0078 -21.0727 8.1864
H -10.6669 -22.2127 6.7975
H -10.1504 -24.1665 5.5128
H -7.8273 -25.1050 5.3988
H -3.4289 -25.0061 7.2546
H -1.2038 -25.1153 8.0351
H -1.5035 -21.5444 10.1373
H -3.8659 -21.2709 9.4037
```



DFT (ωB97M-V/def2-TZVPD) results for 2 unconnected molecules or ions with the total composition C4H13NO at a distorted geometry.

As for the energy above the lowest of the compared OMol25 structures with the same formula, charge and spin: 1.969 eV. The value obtained for the HOMO energy is -7.772 eV. The SMILES is CCN(C)C.O. As for the total charge: 0. Its frontier orbital gap is 8.59 eV. The calculation puts the total energy at -290.1246 hartree.

The geometry in XYZ format:
```
19
C4H13NO ωB97M-V/def2-TZVPD
C -0.0968 -0.4501 2.4107
C -0.8427 -0.7263 1.0777
N -0.3977 0.1973 -0.0331
C 0.8082 0.9234 0.1081
C -1.2478 0.6474 -1.1221
H -0.1414 0.6308 2.5109
H 0.8418 -0.8110 2.0373
H -0.5761 -0.8510 3.3246
H -0.7606 -1.8180 0.7305
H -1.9406 -0.5739 1.0845
H 0.7477 1.7252 0.8386
H 1.6025 0.1940 0.4436
H 1.2760 1.4190 -0.8368
H -1.6097 1.6551 -0.9633
H -2.0918 -0.0430 -1.2503
H -0.5858 0.5721 -2.0090
H 2.4425 -0.7562 -2.7752
H 0.9336 -0.6758 -2.6395
O 1.6387 -1.2591 -2.9372
```



DFT (ωB97M-V/def2-TZVPD) results for 2 unconnected molecules or ions with the total composition C18H14N5O6S2 at a distorted geometry.

The value obtained for the HOMO energy is -4.545 eV. As for the total charge: -1. Its frontier orbital gap is 7.12 eV. The calculation puts the total energy at -2215.7615 hartree.

The geometry in XYZ format:
```
45
C18H14N5O6S2 ωB97M-V/def2-TZVPD
C -0.1854 3.7589 -3.9832
C -0.2031 4.0549 -2.6109
C -0.4554 3.0461 -1.6807
C -0.6880 1.7465 -2.1303
S -1.0219 0.4096 -0.9904
C 0.3425 0.1976 0.0808
S 0.5244 -1.4446 0.7504
C -0.4141 -2.6654 -0.1471
C -1.7370 -2.8726 0.2493
C -2.4801 -3.8610 -0.3860
C -1.8845 -4.6454 -1.3771
C -0.5530 -4.4465 -1.7442
C 0.2067 -3.4697 -1.0987
O 1.9480 -1.7085 0.5802
O -0.0910 -1.5072 2.0643
O -2.1785 0.7200 -0.1872
O -1.0476 -0.7359 -1.8914
C -0.6349 1.4396 -3.4871
C -0.3947 2.4427 -4.4171
H 0.0165 4.5486 -4.7135
H -0.0370 5.0759 -2.2679
H -0.4951 3.2554 -0.6172
H 1.2489 0.4984 -0.4421
H -2.1642 -2.2750 1.0518
H -3.5192 -4.0003 -0.0893
H -2.4723 -5.4011 -1.8886
H -0.0791 -5.0479 -2.5167
H 1.2595 -3.2963 -1.3203
H -0.7910 0.4201 -3.8164
H -0.3836 2.2008 -5.4808
O -1.4382 2.6636 2.3853
N -1.0569 1.9514 3.3484
C 0.1248 1.1733 3.1480
C 0.7755 1.2455 1.8891
N 2.1114 0.9191 1.9373
N 2.9814 0.9285 0.8667
N 4.0583 0.3047 1.2640
N 3.9450 -0.1627 2.5348
C 2.7117 0.1973 2.9604
C 1.9906 -0.0150 4.1683
C 0.7193 0.5301 4.2628
O -1.6536 1.8858 4.4453
H 0.4330 1.9789 1.1485
H 2.4973 -0.5746 4.9494
H 0.1644 0.5367 5.1989
```



DFT (ωB97M-V/def2-TZVPD) results for 2 unconnected molecules or ions with the total composition C6H13P at a distorted geometry.

As for the energy above the lowest of the compared OMol25 structures with the same formula, charge and spin: 2.274 eV. The value obtained for the HOMO energy is -8.725 eV. The SMILES is C/C=P/C.C=CC. As for the total charge: 0. Its frontier orbital gap is 9.28 eV. The calculation puts the total energy at -577.6522 hartree.

The geometry in XYZ format:
```
20
C6H13P ωB97M-V/def2-TZVPD
C -2.2959 -0.3863 1.5100
C 2.1893 -0.0284 -0.5262
C 1.7899 -2.0522 0.7728
C -0.9958 2.0414 -1.7474
C 1.4981 -1.0988 -0.2817
C -1.2792 1.4004 -0.3611
P -2.1067 -0.0777 -0.2944
H -1.9424 0.4650 2.1870
H -1.6656 -1.2704 1.7585
H 3.0570 0.2230 0.0288
H 2.0291 0.8356 -1.2040
H -3.2619 -0.7450 1.7316
H 2.9281 -2.0579 0.9064
H 1.4462 -3.0322 0.8338
H 1.5676 -1.5038 1.6478
H -0.6410 1.2887 -2.4048
H -0.1477 2.7292 -1.8657
H -1.8916 2.5866 -2.2287
H 0.6884 -1.2674 -0.9745
H -0.9661 1.9502 0.5116
```